(1)
The following is a quantum chemistry calculation of a cluster of 2 separate species, C4H13NO in total, from the Open Molecules 2025 dataset.

Computed properties:
**LUMO**: 0.0246 Eh
**Total charge**: 0
**Relative energy (zero: lowest compared OMol25 entry of this formula, charge and spin)**: 0.969 eV
**SMILES**: CCNCC.O
**E**: -7895.6918 eV
**Multiplicity**: 1

Atoms and positions in Å:
C: -0.912 -1.645 -1.965
C: -0.008 -0.914 -0.964
N: -0.864 0.078 -0.281
C: -0.714 0.247 1.147
C: -1.480 1.447 1.651
H: -1.588 -0.894 -2.377
H: -0.344 -2.122 -2.763
H: -1.567 -2.400 -1.504
H: 0.830 -0.469 -1.491
H: 0.373 -1.676 -0.274
H: -1.077 0.801 -0.947
H: 0.336 0.333 1.461
H: -1.098 -0.657 1.637
H: -1.625 1.591 2.724
H: -2.417 1.563 1.101
H: -0.957 2.360 1.326
H: 4.308 0.916 -0.253
H: 4.074 0.858 1.212
O: 4.731 0.583 0.562

Atom charges from the Mulliken analysis, given in e for atoms 1 to 4: -1.061 -0.472 -0.255 -0.156


(2)
The following is a quantum chemistry calculation of a structure of composition C26H29F6N2O7S4Zr, from the Open Molecules 2025 dataset.

Computed properties:
**LUMO**: -0.3341 Eh
**Total charge**: +3
**Relative energy (zero: lowest compared OMol25 entry of this formula, charge and spin)**: 0.635 eV
**E**: -105649.2673 eV
**Multiplicity**: 1

Atoms and positions in Å:
Zr: 0.711 0.627 0.452
F: 4.697 0.213 1.772
C: 4.790 1.514 1.559
F: 4.934 2.163 2.689
F: 5.748 1.784 0.710
S: 3.193 2.105 0.798
O: 2.122 1.684 1.765
O: 3.308 3.472 0.466
N: 2.892 1.027 -0.361
S: 2.379 1.173 -1.890
O: 1.069 0.469 -1.754
O: 2.405 2.446 -2.499
C: 3.496 0.018 -2.834
F: 2.961 -0.138 -4.022
F: 3.556 -1.133 -2.190
F: 4.674 0.585 -2.895
O: -0.090 0.431 2.528
C: -0.450 -0.897 3.084
C: 0.763 -1.572 3.693
C: 2.056 -1.488 2.863
C: 1.977 -2.163 1.520
C: 2.629 -3.364 1.294
C: 2.449 -4.036 0.096
C: 1.583 -3.504 -0.851
C: 0.984 -2.297 -0.583
N: 1.202 -1.601 0.558
H: 0.350 0.960 3.214
H: -0.865 -1.436 2.237
H: -1.237 -0.729 3.816
H: 0.494 -2.617 3.866
H: 0.967 -1.149 4.679
H: 2.852 -1.959 3.439
H: 2.368 -0.447 2.755
H: 3.261 -3.774 2.070
H: 2.960 -4.972 -0.089
H: 1.373 -4.015 -1.780
H: 0.311 -1.849 -1.302
O: -1.201 0.122 0.019
S: -2.559 -0.121 -0.732
C: -2.648 1.169 -2.019
C: -3.296 2.494 -1.651
C: -2.477 3.342 -0.681
C: -1.333 4.071 -1.387
S: 0.233 4.093 -0.515
O: 0.422 2.583 -0.149
C: -0.092 4.920 0.997
C: 0.430 6.207 1.062
C: 0.178 6.971 2.195
C: -0.555 6.434 3.240
C: -1.048 5.132 3.171
C: -0.825 4.364 2.043
C: -3.826 0.289 0.421
C: -3.588 0.956 1.613
C: -4.668 1.219 2.443
C: -5.948 0.824 2.074
C: -6.164 0.143 0.882
C: -5.094 -0.147 0.048
H: -3.194 0.662 -2.819
H: -1.610 1.261 -2.356
H: -4.296 2.321 -1.254
H: -3.444 3.032 -2.591
H: -2.077 2.703 0.107
H: -3.121 4.065 -0.183
H: -1.540 5.131 -1.559
H: -1.080 3.642 -2.360
H: 1.029 6.608 0.253
H: 0.569 7.977 2.261
H: -0.741 7.029 4.125
H: -1.611 4.728 4.001
H: -1.213 3.355 1.982
H: -2.585 1.247 1.899
H: -4.513 1.729 3.384
H: -6.783 1.035 2.728
H: -7.159 -0.180 0.611
H: -5.253 -0.709 -0.865

Atom charges from the Mulliken analysis, given in e for atoms 1 to 4: 1.287 -0.139 0.610 -0.153